{
  "formula": "C34H70N6O10",
  "method": "ωB97M-V/def2-TZVPD",
  "elements": ["C", "C", "O", "C", "H", "H", "H", "H", "H", "H", "C", "C", "O", "C", "H", "H", "H", "H", "H", "H", "C", "C", "O", "C", "H", "H", "H", "H", "H", "H", "C", "C", "O", "C", "H", "H", "H", "H", "H", "H", "C", "C", "O", "C", "H", "H", "H", "H", "H", "H", "C", "C", "O", "N", "C", "H", "H", "H", "H", "H", "H", "H", "C", "C", "O", "N", "C", "H", "H", "H", "H", "H", "H", "H", "C", "C", "O", "N", "C", "H", "H", "H", "H", "H", "H", "H", "C", "C", "O", "N", "C", "H", "H", "H", "H", "H", "H", "H", "C", "C", "O", "N", "C", "H", "H", "H", "H", "H", "H", "H", "N", "C", "C", "C", "C", "H", "H", "H", "H", "H"],
  "xyz": [[-4.206970, 2.750260, 7.288800], [-2.718830, 3.096400, 7.399050], [-2.091760, 3.604240, 6.500160], [-2.052110, 2.809480, 8.766040], [-4.527420, 2.573290, 6.262110], [-4.869700, 3.504180, 7.713640], [-4.382770, 1.778880, 7.750960], [-2.556470, 3.320890, 9.585910], [-1.042960, 3.213630, 8.686230], [-1.958130, 1.734980, 8.923290], [-11.540960, 3.293260, 7.267210], [-11.097640, 4.209100, 8.378260], [-10.162220, 3.974170, 9.134350], [-11.771470, 5.541230, 8.484680], [-12.623620, 3.249710, 7.148700], [-11.283840, 2.264200, 7.518250], [-11.096130, 3.519450, 6.298150], [-11.647480, 6.153270, 7.591300], [-11.473610, 6.096250, 9.374250], [-12.840720, 5.387200, 8.629820], [-9.440890, 18.120750, 12.234610], [-8.462050, 18.062190, 13.422900], [-7.333650, 17.546790, 13.358650], [-8.891670, 18.642870, 14.764850], [-10.398430, 17.634080, 12.419990], [-8.989950, 17.544880, 11.426440], [-9.619990, 19.149700, 11.922700], [-9.861760, 19.139650, 14.779770], [-8.073420, 19.188760, 15.234490], [-9.055130, 17.720060, 15.321460], [-2.075560, 16.868210, 15.924020], [-1.677740, 15.445660, 15.394720], [-0.507480, 15.153110, 15.301210], [-2.763910, 14.495420, 14.925490], [-1.587460, 17.614300, 15.296960], [-1.557700, 16.986520, 16.875820], [-3.146520, 17.068560, 15.892280], [-3.103290, 14.873160, 13.961000], [-3.649450, 14.467680, 15.560430], [-2.339910, 13.497640, 14.812590], [-6.174310, 0.349370, 13.136630], [-5.297070, -0.765720, 13.697640], [-4.081250, -0.681570, 13.600210], [-5.917900, -2.042090, 14.254980], [-6.938960, -0.046000, 12.467970], [-5.495570, 1.023470, 12.614120], [-6.676790, 0.872800, 13.950030], [-6.965120, -1.780250, 14.406210], [-5.510200, -2.323950, 15.225780], [-5.936770, -2.779010, 13.452060], [-5.381920, 4.915320, 23.164210], [-6.793450, 5.453990, 22.927750], [-7.599980, 5.409590, 23.890490], [-7.323450, 5.842060, 21.746470], [-6.586880, 5.825210, 20.471830], [-4.841730, 5.623880, 23.792090], [-4.773160, 4.956220, 22.260960], [-5.422070, 3.897330, 23.551750], [-8.305550, 6.061130, 21.659280], [-6.561100, 4.839400, 20.007480], [-5.554740, 6.167090, 20.548630], [-7.135000, 6.576060, 19.902700], [-5.126770, 9.772090, 5.783210], [-6.539520, 9.659520, 5.358410], [-7.413480, 9.483710, 6.203410], [-6.724900, 9.670500, 4.061070], [-8.094170, 9.758880, 3.527150], [-4.560470, 10.203030, 4.957570], [-4.600390, 8.852950, 6.040500], [-5.011630, 10.443910, 6.633800], [-5.949500, 9.557700, 3.423790], [-8.562260, 10.701890, 3.809490], [-8.699900, 8.954430, 3.944340], [-8.281260, 9.836850, 2.456160], [-12.301720, 7.936570, 15.409950], [-13.057320, 7.211100, 14.283500], [-13.889080, 7.813590, 13.680340], [-12.857960, 5.931730, 13.967450], [-12.113930, 4.984370, 14.795170], [-12.884810, 8.218970, 16.286510], [-11.925430, 8.918930, 15.124530], [-11.505890, 7.291540, 15.782370], [-13.218510, 5.459550, 13.150660], [-11.108760, 5.273400, 15.102080], [-12.135530, 4.051420, 14.231940], [-12.762690, 4.634560, 15.598180], [-5.694640, 7.316310, 12.730460], [-5.994860, 8.685670, 13.311660], [-5.659350, 8.985330, 14.435120], [-6.773800, 9.449200, 12.541570], [-7.146680, 10.860340, 12.815490], [-5.893050, 7.317690, 11.658670], [-6.380260, 6.623290, 13.218050], [-4.639920, 7.104380, 12.905770], [-7.184210, 9.043230, 11.712800], [-6.630180, 11.499610, 12.099480], [-6.862310, 11.277320, 13.781590], [-8.168520, 11.063580, 12.495120], [-17.854450, 12.384010, 11.327670], [-16.983620, 13.401930, 12.074400], [-17.369480, 14.565980, 12.178330], [-15.859320, 13.016520, 12.697580], [-15.003230, 13.832910, 13.555720], [-17.995490, 12.586380, 10.265940], [-18.883030, 12.391750, 11.688300], [-17.595860, 11.345390, 11.533840], [-15.614590, 12.036870, 12.675140], [-15.331830, 14.820570, 13.879240], [-14.013680, 13.988990, 13.126150], [-14.891970, 13.237220, 14.461730], [-10.991490, 13.625240, 7.323650], [-11.927740, 13.813030, 8.323220], [-12.500150, 15.102920, 8.105040], [-11.942680, 15.615400, 6.966780], [-11.153100, 14.666510, 6.396010], [-10.428080, 12.798450, 7.185480], [-12.023240, 13.004960, 9.033370], [-13.201940, 15.524490, 8.809430], [-12.172540, 16.518180, 6.420370], [-10.660890, 14.646100, 5.434910]],
  "forces_ev_per_a": [[0.2492, -0.7447, -0.5452], [-0.2928, 0.2503, 0.6902], [-0.2662, -0.2561, 0.1198], [0.3697, 0.4499, -1.1398], [0.3133, 0.4575, -0.2088], [0.2266, 0.0062, 0.2440], [-0.0688, 0.1523, 0.5376], [-0.2273, -0.3046, -0.0076], [0.0028, -0.0182, 0.1019], [-0.3155, 0.0117, 0.2144], [-0.3052, -1.1260, 0.3444], [1.5478, 0.7684, 0.5676], [-1.0110, -0.5142, -0.8728], [-0.9251, 0.2776, 0.4732], [-0.0705, 0.5130, -0.0449], [0.4000, 0.0472, 0.0094], [0.0796, 0.2944, 0.1301], [0.0591, -0.0904, -0.0671], [0.4771, -0.1098, -0.1984], [-0.2483, -0.0529, -0.3245], [0.9421, -0.7306, 0.1392], [1.6298, -0.2593, -0.0012], [-2.4963, 0.9892, -0.3478], [-0.2659, -0.8827, -0.4088], [-0.0576, 0.1916, 0.4631], [0.0866, 0.2681, -0.1298], [0.0285, 0.0070, 0.0984], [0.2729, 0.3641, -0.2142], [-0.2227, 0.0492, -0.0862], [0.0891, -0.0101, 0.4851], [0.6828, -0.9542, -0.7872], [-0.1086, 0.9036, 0.0911], [-0.3637, 0.0316, 0.1512], [0.2001, 0.1655, 0.1414], [0.0169, -0.1199, -0.2972], [-0.5775, -0.0258, 0.2939], [0.1072, -0.1358, 0.4807], [-0.0236, -0.0637, -0.1830], [0.1344, 0.0958, 0.1724], [-0.0820, 0.1037, -0.0711], [0.4721, -0.4028, 0.2951], [1.5802, -0.3894, -0.5114], [-1.0291, 0.1116, 0.2620], [-1.2540, 1.5350, -0.1834], [-0.0004, -0.0175, -0.0176], [-0.2673, 0.0583, -0.0023], [-0.0508, 0.0335, 0.0301], [-0.2602, -0.3032, 0.2548], [0.3392, -0.3139, -0.4722], [0.4691, -0.3066, 0.3364], [0.0983, 1.1872, -1.4645], [-3.1132, -1.0268, 2.7750], [1.6828, 0.2270, -1.0511], [2.2539, -0.2206, -1.3908], [-0.5852, 0.6126, 0.4751], [-0.3286, -0.3017, 0.5957], [-0.1014, -0.4479, -0.2388], [-0.0653, 0.3423, 0.1498], [0.2209, -0.1613, 0.7334], [-0.2689, 0.0502, -0.1714], [-0.1284, 0.1015, 0.2955], [0.3402, -0.3574, -0.7130], [1.7078, 0.6874, -0.2302], [0.2117, -1.3087, 2.8818], [-0.3944, 0.5569, -0.5931], [-1.5347, 0.3836, -3.2741], [-0.6259, 0.2518, 0.4711], [0.2918, 0.1280, 0.0656], [-0.5319, -0.2780, 0.0277], [-0.2638, -0.0550, -0.0153], [-0.1564, 0.2786, 0.2712], [0.1308, 0.0375, 0.7347], [-0.0064, 0.0367, -0.1043], [1.1524, -0.7054, -0.2160], [0.5878, -0.9624, 0.3773], [-0.1851, 0.9728, 0.9936], [-1.8159, 1.9847, -1.6056], [2.3032, -2.2031, 0.9845], [-1.1900, -0.9536, -0.3755], [-0.6768, -0.5861, -0.1929], [0.1970, -0.3591, -0.7119], [0.2887, 0.3836, 0.0624], [-0.5316, 1.1506, 0.0088], [-0.2233, -0.0468, -0.0692], [0.8909, 0.0515, -0.3363], [0.3630, 0.5962, 0.8466], [-0.0898, 0.6065, -0.2819], [-0.3290, -1.0262, 0.3986], [0.6012, 0.4753, 0.5284], [-1.0459, 1.7449, -0.4341], [0.5083, 0.0368, -1.3351], [0.0808, -0.2267, -0.0250], [0.3569, -0.2392, 0.0393], [-0.2359, -0.2959, 0.1380], [0.3090, 0.1515, 0.1064], [0.5421, -0.0371, -0.0994], [-0.3760, -0.8002, 0.1545], [-0.3340, -0.3931, 0.7976], [-0.1856, -0.5742, 0.5649], [-1.5138, 1.6332, 0.1308], [0.1568, -0.4959, -0.4063], [0.5372, -0.6706, -0.0998], [0.2633, -0.4523, 0.4778], [0.6680, 0.0368, 0.0169], [0.0429, 0.6701, 0.4419], [0.5774, -0.0484, -0.4485], [-0.0468, 0.1624, -0.0735], [-0.7936, -0.2821, -0.5604], [0.0060, -0.1716, -0.2117], [0.3055, 0.1667, 0.1691], [-1.5380, 0.8360, -1.1282], [0.6292, 1.4180, -0.7587], [-0.0172, -2.8608, 2.8616], [-0.1357, 0.6468, -2.3650], [1.6959, -1.0917, 0.7971], [-0.2974, 0.1553, -0.0297], [-0.2900, 0.4794, 0.3186], [-0.0257, 0.1841, -0.2707], [-0.1866, 0.1190, 0.3491], [0.1802, 0.0926, 0.2371]],
  "mulliken_charge": [-1.01, 0.75, -0.54, -1.00, 0.31, 0.27, 0.31, 0.30, 0.30, 0.30, -1.07, 0.81, -0.57, -1.00, 0.33, 0.32, 0.28, 0.30, 0.29, 0.32, -1.02, 0.71, -0.56, -0.92, 0.31, 0.31, 0.29, 0.30, 0.31, 0.27, -0.91, 0.71, -0.55, -1.03, 0.29, 0.29, 0.28, 0.27, 0.33, 0.31, -1.01, 0.69, -0.55, -0.91, 0.33, 0.29, 0.28, 0.29, 0.31, 0.27, -0.83, 0.51, -0.66, -0.15, -0.84, 0.26, 0.32, 0.25, 0.26, 0.26, 0.29, 0.33, -0.95, 0.67, -0.66, -0.19, -0.79, 0.31, 0.24, 0.28, 0.24, 0.24, 0.27, 0.34, -0.81, 0.59, -0.63, -0.19, -0.95, 0.25, 0.27, 0.26, 0.26, 0.27, 0.32, 0.34, -0.93, 0.70, -0.64, -0.19, -0.89, 0.29, 0.23, 0.29, 0.21, 0.33, 0.32, 0.29, -0.96, 0.73, -0.65, -0.19, -0.87, 0.26, 0.28, 0.29, 0.21, 0.31, 0.27, 0.32, 0.00, -0.41, -0.52, -0.46, -0.35, 0.19, 0.38, 0.41, 0.38, 0.36],
  "e_tot_ha": -2418.3497,
  "homo_lumo_gap_ev": 8.0,
  "e_lumo_ev": -0.1,
  "smiles": "c1cc[nH]c1.CNC(C)=O.CNC(C)=O.CNC(C)=O.CNC(C)=O.CNC(C)=O.CC(C)=O.CC(C)=O.CC(C)=O.CC(C)=O.CC(C)=O"
}